# C5H11NO

C5H11NO in the gas phase at a distorted geometry (ωB97M-V with the def2-TZVPD basis set, the OMol25 dataset).

The SMILES is CCN(C)C(C)=O. The value obtained for the largest force on an atom is 0.038 hartree/bohr. The relative energy (zero: lowest compared OMol25 entry of this formula, charge and spin) is 120.7 kJ/mol. For the HOMO-LUMO gap, the calculation gives 0.376 Eh.

Positions of all 18 atoms, in Å:
H 1.1168 0.8839 -1.0311
H 2.1872 -0.2358 1.4287
H -1.3654 -2.6173 0.0098
H -1.1020 1.9445 -1.9531
C -1.0663 1.0543 -1.3354
C 0.0356 -1.1917 0.7324
C -0.8174 -1.7400 -0.3582
H -1.9721 0.8310 -0.7703
H -1.0818 0.2726 -2.0625
H 0.3268 1.9794 -0.0908
H -1.6222 -1.0501 -0.5746
O 0.5593 -1.8972 1.5549
C 0.1780 1.0000 -0.4738
H 1.2223 0.6787 2.5806
N 0.2274 0.2093 0.7949
H -0.1623 -2.1096 -1.1343
H 1.8742 1.4479 1.1522
C 1.4621 0.5401 1.5305